(1)
119
Properties=species:S:1:pos:R:3:forces:R:3 method="wB97M-V/def2-TZVPD" total_energy_ha=-3500.707499
In -4.1520 3.8617 3.9806 -2.40 -1.21 3.14
C -2.9926 -7.5409 -6.2996 4.59 2.45 -0.10
N -2.8215 -6.7708 -5.1500 2.27 -0.18 -1.16
C -1.8220 -5.8151 -5.1272 -3.55 -3.59 -5.37
C -3.5501 -7.3697 -4.0909 -1.04 2.29 0.72
C -3.5836 -8.7634 -3.9925 1.89 1.15 1.22
C -4.3566 -9.2550 -2.9595 1.90 -4.53 -0.16
C -5.0020 -8.4774 -2.0450 0.71 2.15 1.51
C -4.8767 -7.0382 -2.0572 -0.84 -0.62 -1.34
C -4.2967 -6.4553 -3.2743 -1.15 -2.10 1.50
N -4.6362 -5.1870 -3.7673 -0.68 -0.69 -2.79
C -4.8795 -4.0632 -2.9590 3.86 -1.33 -3.10
C -3.8281 -3.3908 -2.2764 -2.22 -1.03 0.05
C -4.2583 -2.4612 -1.3430 0.73 0.39 -1.13
C -5.4429 -1.7923 -1.3971 -2.87 -1.01 0.05
C -6.2478 -2.3817 -2.4167 -1.99 3.12 1.04
C -5.9921 -3.3757 -3.2771 -0.49 -0.81 1.69
N -6.9683 -3.8938 -4.1357 -3.94 -2.04 -0.61
C -7.5443 -2.9602 -5.1240 -0.10 1.17 2.40
C -8.1613 -4.6725 -3.4940 2.09 0.52 1.66
H -5.2611 -5.2290 -4.7691 2.13 0.28 4.00
H -3.9863 -7.4425 -6.5986 -1.60 -0.57 -1.02
H -2.0285 -7.1328 -6.8751 -2.58 -1.54 -0.31
H -1.6389 -5.3578 -4.2830 1.32 2.22 4.12
H 11.1272 -2.4131 1.6369 0.01 -0.01 -0.02
H -1.6269 -5.4702 -6.1981 0.07 -0.07 2.26
H -2.6538 -9.3108 -4.3025 -1.61 0.33 -0.46
H -4.0873 -10.4403 -2.7391 -1.46 3.13 -0.40
H -5.3566 -9.0122 -1.1638 -0.35 0.49 -0.13
H -5.4019 -6.4313 -1.2473 0.85 -0.71 -1.41
H -2.7734 -3.4873 -2.4861 -0.01 -0.98 0.42
H -3.5298 -2.2566 -0.6722 2.11 1.41 2.26
H -5.8776 -1.0912 -0.5811 1.02 -1.27 -1.77
H -7.2769 -2.2412 -2.6621 -1.04 1.90 1.02
H -7.5136 -3.4112 -6.0505 -1.11 -1.04 -2.05
H -6.7416 -2.3394 -5.1669 2.38 2.52 -0.84
H -8.3720 -2.1655 -4.9103 0.63 -2.16 0.04
H -8.5847 -5.4927 -4.0561 -0.25 0.56 -1.25
H -8.8953 -3.9011 -3.1414 0.34 -1.00 -0.27
H -7.8050 -5.3143 -2.6404 0.03 1.21 -0.27
C 8.1945 2.1786 2.6317 -2.91 -1.56 -0.64
N 6.7545 2.5871 2.3844 3.80 1.09 4.73
C 6.0962 3.3820 3.3020 0.46 -1.01 -0.50
N 4.9490 3.7109 2.8274 -1.48 0.07 -2.07
C 4.9841 3.1323 1.5655 -2.20 -0.39 -0.92
N 6.0621 2.4357 1.3325 -0.69 -0.36 -2.47
C 8.2410 0.7891 3.2709 -0.88 0.45 -0.58
C 9.3691 0.5129 3.9779 1.03 -1.82 0.89
C 9.6290 -0.8057 4.4694 0.62 1.83 -1.39
C 8.7479 -1.8155 4.2539 1.44 0.52 -0.29
C 7.5511 -1.4610 3.6398 -1.52 -0.56 0.69
C 7.2301 -0.1967 3.1319 2.09 -0.30 1.22
C 6.4924 -2.4647 3.7404 -1.12 -0.72 -1.01
N 6.5503 -3.7282 3.5261 -0.51 -1.05 -0.74
N 5.2085 -4.2267 3.4531 0.30 1.50 0.93
C 4.4365 -3.2129 3.7259 2.03 0.97 0.62
O 5.2333 -2.0472 3.9135 -1.95 -0.38 -0.17
C 3.0037 -3.1374 4.0951 0.05 1.07 -1.26
C 2.3325 -4.3351 4.1933 0.27 -0.54 0.47
C 1.0511 -4.4331 4.6768 0.18 1.93 -0.64
C 0.3742 -3.2154 4.9159 -0.59 -1.11 0.65
C 0.9205 -1.9704 4.5868 0.50 -0.62 -0.02
C 0.0811 -0.6975 4.6289 0.64 0.60 -0.12
N -1.1725 -0.8453 3.8980 3.36 1.91 1.68
C -1.3187 -0.6997 2.5684 2.47 2.43 -0.83
N -2.3047 -1.4210 2.1815 -0.95 -1.51 0.37
C -2.6335 -2.0796 3.3673 -1.62 -2.16 -1.89
N -1.9806 -1.7363 4.4411 -1.19 -0.51 -1.49
C 2.2685 -1.9359 4.1746 0.11 0.07 0.89
H 8.5204 2.8867 3.3651 0.81 0.53 -0.16
H 8.6881 2.1171 1.6558 0.16 0.59 0.38
H 6.3652 3.6178 4.3115 0.74 -0.08 0.12
H 4.1974 3.0261 0.7575 0.69 0.84 1.58
H 10.1568 1.2414 4.0920 0.00 0.27 -0.01
H 10.6406 -1.0636 4.7272 0.18 0.19 0.68
H 9.2222 -2.7808 4.4438 -1.44 -0.26 0.04
H 6.2618 0.0005 2.7332 -0.40 0.13 -0.36
H 2.8849 -5.2184 3.9813 0.38 -0.66 -0.13
H 0.6489 -5.4213 4.7290 -0.65 -0.18 0.50
H -0.5943 -3.2717 5.4297 0.39 0.18 -0.58
H 0.6430 0.0836 4.1419 0.26 0.29 -0.36
H -0.0968 -0.2820 5.6203 -0.27 -0.49 0.17
H -0.5771 0.0013 1.9259 -2.14 -1.79 1.71
H -3.1679 -3.0415 3.2526 -0.39 1.13 0.60
H 2.7606 -0.9571 4.1011 -0.12 -0.49 -0.34
O -3.1164 4.3672 2.6248 2.40 1.15 -3.15
C 3.2904 6.2409 -4.7209 0.94 0.35 0.94
Si 2.4970 6.3066 -2.9992 -1.20 -0.90 0.19
C 3.4369 7.4587 -1.9228 2.44 0.62 -1.03
C 2.7135 4.5708 -2.2428 -1.57 -0.69 0.42
C 0.5643 6.8685 -2.8053 1.56 0.43 -0.18
Te -0.3371 5.5759 -1.3330 0.05 0.29 -0.06
C -2.1723 6.4929 -0.7639 -0.74 1.94 0.42
Si -2.2800 7.6968 0.7546 1.29 -1.62 -0.64
C -3.9081 7.6080 1.5550 -1.81 0.20 1.83
C -1.1068 7.1487 2.0976 0.19 -1.95 -0.06
C -2.0200 9.3478 0.0386 0.27 2.52 0.54
H 2.6246 5.6419 -5.3518 0.57 0.11 -0.26
H 4.3403 5.7797 -4.5507 -1.81 0.48 -0.51
H 3.4559 7.2753 -5.1012 -0.27 -0.80 -0.05
H 4.4759 7.0558 -1.6663 -1.24 0.51 -0.54
H 2.9696 7.6151 -0.9996 -0.90 0.27 1.45
H 3.5645 8.4601 -2.4192 -0.03 -0.84 0.46
H 2.2435 3.6968 -2.7664 0.14 0.93 0.19
H 2.3288 4.5235 -1.1934 0.10 0.20 -0.72
H 3.7286 4.2805 -2.1290 1.28 0.04 -0.14
H -0.0280 6.8886 -3.7076 -0.10 -0.44 -0.37
H 0.6473 7.9432 -2.5402 -0.15 -0.60 0.44
H -2.8914 5.7203 -0.6252 -0.32 -1.14 0.29
H -2.6973 7.1019 -1.5244 0.71 -0.26 -0.32
H -4.0615 6.5884 1.9669 0.39 0.51 0.09
H -4.8300 7.7640 1.0025 0.08 0.26 -0.62
H -3.9925 8.3680 2.4095 0.33 -1.07 -0.93
H -1.3644 6.0446 2.3079 0.30 1.45 -0.38
H -1.3144 7.6471 3.0289 0.04 0.44 0.43
H -0.0257 7.1661 1.8853 -0.43 0.19 -0.01
H -2.9815 9.7169 -0.3541 0.28 -0.16 -0.15
H -1.2669 9.4199 -0.7380 0.04 -0.30 -0.36
H -1.6951 10.1612 0.7542 -0.41 -0.95 -0.34

---

(2)
116
Properties=species:S:1:pos:R:3:forces:R:3 method="wB97M-V/def2-TZVPD" de_lowest_kj_mol=0.0 multiplicity=2
Co 0.1798 0.4474 0.4543 -0.06 -0.06 0.13
C 3.2964 -0.5134 2.6874 0.00 -0.03 0.00
C 2.7524 -1.8777 2.2651 -0.03 -0.03 0.03
C 1.8078 -2.4830 3.3114 -0.03 0.04 -0.02
C 2.1343 -1.9918 0.8887 0.18 0.05 -0.08
C 2.5646 -2.9750 -0.0120 -0.05 -0.05 0.02
C 1.7044 -2.9297 -1.0876 -0.04 0.16 -0.05
C 1.8090 -3.7418 -2.3546 0.05 0.08 -0.01
C 0.9324 -4.9975 -2.3830 0.06 0.05 0.04
C 1.6326 -2.8757 -3.6049 -0.06 -0.04 -0.02
N 0.8162 -1.9423 -0.8466 0.03 -0.15 0.05
N 1.0958 -1.3377 0.3532 -0.07 -0.19 -0.06
B -0.6232 -1.8122 -1.4333 0.08 -0.03 0.05
N -0.7385 -0.6304 -2.4121 0.03 0.05 0.05
N 0.0537 0.4550 -2.2062 0.14 0.06 -0.09
C -0.0687 1.2176 -3.2894 0.01 -0.03 0.00
C -0.9678 0.6327 -4.1920 -0.04 0.02 -0.01
C -1.3841 -0.5393 -3.6008 -0.04 -0.02 0.07
C -2.4735 -1.4381 -4.1307 -0.01 0.05 -0.06
C -3.6880 -1.4463 -3.2004 0.00 0.00 0.03
C -2.0582 -2.8495 -4.5457 0.01 -0.02 -0.01
C 0.6752 2.4988 -3.5512 0.04 0.01 0.00
C -0.0368 3.7203 -2.9688 -0.03 0.00 -0.01
C 2.1335 2.4348 -3.1097 0.00 0.02 0.03
N -1.5943 -1.6729 -0.2467 -0.03 0.01 -0.06
N -1.6205 -0.5257 0.4811 -0.06 0.15 -0.06
C -2.7074 -0.5882 1.2614 0.04 -0.06 0.09
C -3.3604 -1.8089 1.0506 -0.05 0.04 -0.02
C -2.6211 -2.4720 0.0956 0.04 -0.05 0.03
C -2.7767 -3.8736 -0.4175 0.01 0.00 -0.03
C -4.1961 -4.3893 -0.2066 0.01 0.00 0.01
C -1.7486 -4.7782 0.2695 0.01 -0.02 -0.01
C -3.2032 0.4779 2.2003 0.02 0.00 0.00
C -4.5418 1.0362 1.6997 0.01 0.00 0.01
C -3.3740 -0.0749 3.6164 0.01 0.00 0.00
H 3.4742 -0.5106 3.7651 0.03 -0.01 0.00
H 4.2491 -0.3021 2.1955 0.00 0.02 -0.02
H 2.6049 0.2944 2.4766 -0.02 -0.02 0.00
H 3.6162 -2.5471 2.2024 -0.02 -0.03 0.02
H 0.9429 -1.8401 3.4703 0.01 -0.01 0.00
H 1.4636 -3.4685 2.9907 0.00 0.00 0.00
H 2.3347 -2.5952 4.2612 0.00 0.01 0.00
H 3.4009 -3.6417 0.1211 -0.01 -0.02 0.01
H 2.8452 -4.0937 -2.3513 0.01 0.03 0.02
H -0.1240 -4.7464 -2.4135 -0.13 0.03 0.00
H 1.1620 -5.5927 -3.2691 0.02 0.02 0.00
H 1.1084 -5.6156 -1.5016 0.00 0.00 0.00
H 0.5828 -2.6461 -3.7872 0.05 0.01 0.03
H 2.1629 -1.9275 -3.5040 0.02 -0.01 0.00
H 2.0224 -3.3975 -4.4811 -0.04 -0.01 0.00
H -0.8867 -2.8157 -2.0046 0.00 -0.10 -0.06
H -1.2697 1.0129 -5.1552 -0.02 0.00 0.01
H -2.7869 -0.9351 -5.0510 0.00 -0.01 0.01
H -3.4569 -1.9043 -2.2392 0.01 -0.02 -0.01
H -4.0272 -0.4278 -3.0047 -0.01 0.00 0.00
H -4.5112 -2.0023 -3.6542 0.00 0.00 0.00
H -1.7782 -3.4691 -3.6954 0.01 0.00 0.02
H -2.8950 -3.3374 -5.0498 0.00 0.00 0.00
H -1.2172 -2.8234 -5.2398 0.00 0.00 0.00
H 0.6633 2.6151 -4.6395 0.00 -0.02 0.00
H 0.0412 3.7330 -1.8827 -0.02 -0.01 -0.03
H 0.4100 4.6428 -3.3467 0.01 0.00 0.02
H -1.0957 3.7191 -3.2322 0.00 0.01 -0.01
H 2.2021 2.3277 -2.0283 -0.01 0.00 -0.10
H 2.6419 1.5818 -3.5616 0.00 0.00 0.00
H 2.6629 3.3466 -3.3958 -0.01 0.00 0.00
H -4.2499 -2.1576 1.5463 0.00 0.00 0.00
H -2.5662 -3.8794 -1.4896 -0.02 0.01 0.00
H -4.4353 -4.4511 0.8570 0.00 0.00 0.00
H -4.9311 -3.7391 -0.6838 0.00 0.00 0.00
H -4.2986 -5.3904 -0.6275 0.00 0.00 0.00
H -1.9468 -4.8263 1.3423 0.00 0.00 0.00
H -1.7938 -5.7911 -0.1363 0.00 0.00 0.01
H -0.7355 -4.3964 0.1322 0.00 0.00 0.00
H -2.4616 1.2736 2.2487 0.01 0.00 0.00
H -5.3149 0.2657 1.7341 0.01 0.00 0.00
H -4.8666 1.8637 2.3341 0.00 -0.01 0.00
H -4.4918 1.3920 0.6687 0.01 0.01 -0.01
H -4.1311 -0.8626 3.6355 0.00 -0.01 0.00
H -2.4323 -0.4713 3.9914 -0.02 0.01 0.00
H -3.6986 0.7211 4.2894 -0.01 0.00 0.00
C -2.2463 3.9653 0.2930 0.00 0.01 0.00
C -1.8390 2.6281 0.1968 0.01 0.00 -0.02
N -0.5823 2.2654 0.3327 -0.04 -0.02 -0.02
C 0.3520 3.2284 0.4821 0.02 0.00 0.02
C 0.0501 4.5860 0.5609 0.01 0.02 0.02
C -1.3074 4.9429 0.4980 -0.02 0.01 0.01
C 1.1324 5.5307 0.6012 -0.01 0.01 0.03
C 2.4139 5.1212 0.4868 0.02 -0.01 0.03
C 2.7398 3.7281 0.3550 -0.04 0.00 -0.01
C 4.0374 3.2363 0.1456 0.02 -0.01 0.00
C 4.2180 1.8905 -0.0414 0.00 0.02 -0.01
C 3.1126 1.0309 0.0093 -0.02 -0.01 0.05
N 1.8929 1.4633 0.2524 0.00 -0.05 -0.03
C 1.7087 2.7921 0.4028 0.02 0.02 0.02
H -3.2962 4.2045 0.1980 0.00 0.00 0.00
H -2.5423 1.8325 0.0051 -0.02 0.00 -0.01
H -1.5949 5.9846 0.5710 0.00 0.00 0.00
H 0.8956 6.5839 0.6853 0.00 0.00 0.00
H 3.2230 5.8414 0.4830 0.00 0.00 -0.01
H 4.8757 3.9219 0.1109 0.00 0.00 0.00
H 5.1976 1.4764 -0.2340 0.00 0.00 0.00
H 3.2252 -0.0331 -0.1476 0.00 0.01 -0.01
C 3.6414 3.9855 3.7605 0.02 -0.01 -0.03
C 2.6402 3.0311 4.3436 -0.02 0.00 -0.01
C 2.5481 2.8390 5.7119 -0.01 0.01 0.01
C 1.5851 1.9346 6.1372 0.01 0.01 -0.01
N 0.8070 1.2643 5.3106 0.02 -0.01 -0.02
C 0.9751 1.4898 3.9861 -0.03 0.07 0.02
S -0.0208 0.5431 2.9407 -0.05 0.06 0.03
N 1.8592 2.3765 3.4833 0.02 0.00 0.02
H 4.1549 4.5481 4.5390 0.00 0.00 0.00
H 3.1457 4.6803 3.0826 -0.01 0.01 0.02
H 4.3848 3.4334 3.1816 -0.01 -0.01 -0.01
H 3.1812 3.3712 6.4076 0.00 0.00 0.00
H 1.4375 1.7420 7.1966 0.00 0.00 0.00

---

(3)
117
Properties=species:S:1:pos:R:3:forces:R:3 method="wB97M-V/def2-TZVPD" de_lowest_kj_mol=0.0 total_charge=-1 multiplicity=2
Ti 0.4803 -0.2112 0.1763 -0.19 -0.70 -0.17
S -1.2280 0.4726 -1.6950 -0.04 0.05 0.02
P -2.4084 0.4802 -0.0676 0.14 -0.17 0.29
C -1.4781 -0.1948 1.1688 0.35 0.48 -0.18
P -1.7348 -0.2780 2.8538 -0.12 -0.12 -0.06
S -0.3338 -1.1710 3.9562 0.06 -0.03 0.05
C -2.0223 1.3636 3.6220 0.04 0.00 -0.11
C -1.4416 2.4841 3.0382 -0.05 0.01 0.03
C -1.5802 3.7346 3.6245 0.00 0.00 0.01
C -2.3040 3.8755 4.7991 0.01 0.00 -0.02
C -2.8763 2.7578 5.3948 0.00 -0.02 0.00
C -2.7293 1.5075 4.8134 0.00 0.01 0.03
C -3.3293 -1.1507 3.1540 -0.01 0.09 0.00
C -4.5534 -0.4944 3.0563 0.03 -0.03 0.03
C -5.7465 -1.1999 3.1257 -0.01 -0.01 0.02
C -5.7295 -2.5771 3.2920 0.00 0.02 0.00
C -4.5137 -3.2393 3.4025 0.01 0.01 -0.01
C -3.3232 -2.5294 3.3394 0.02 -0.03 0.01
C -3.9481 -0.4281 -0.4531 0.00 0.00 0.00
C -4.0435 -1.7499 -0.0313 -0.01 0.01 -0.03
C -5.1611 -2.5081 -0.3491 0.00 0.01 -0.01
C -6.1888 -1.9494 -1.0953 0.00 -0.02 0.01
C -6.0929 -0.6344 -1.5320 0.01 0.04 -0.02
C -4.9748 0.1232 -1.2157 0.01 -0.04 0.02
C -2.9865 2.2023 0.2042 -0.06 -0.04 -0.02
C -4.1674 2.4814 0.8878 0.04 0.04 -0.05
C -4.4991 3.7871 1.2228 -0.02 -0.01 0.00
C -3.6566 4.8295 0.8679 0.00 0.01 0.00
C -2.4862 4.5625 0.1701 0.02 -0.02 -0.01
C -2.1528 3.2576 -0.1599 0.01 -0.03 0.00
H -0.8769 2.3674 2.1231 0.00 0.00 0.02
H -1.1262 4.5982 3.1546 0.01 0.00 0.00
H -2.4207 4.8523 5.2526 0.00 0.01 0.01
H -3.4348 2.8601 6.3175 0.00 0.00 0.01
H -3.1610 0.6357 5.2904 0.00 -0.01 0.00
H -4.5724 0.5808 2.9384 -0.01 0.03 -0.01
H -6.6897 -0.6735 3.0443 -0.01 0.01 0.00
H -6.6590 -3.1308 3.3392 -0.01 -0.01 0.00
H -4.4931 -4.3136 3.5420 0.00 -0.01 0.00
H -2.3688 -3.0336 3.4376 -0.01 -0.01 0.00
H -3.2318 -2.1673 0.5526 -0.01 -0.01 -0.01
H -5.2321 -3.5322 -0.0046 0.00 -0.01 0.01
H -7.0646 -2.5379 -1.3406 0.00 0.00 0.00
H -6.8905 -0.1997 -2.1223 0.00 0.00 0.00
H -4.8972 1.1470 -1.5614 -0.01 0.01 -0.01
H -4.8392 1.6738 1.1470 -0.02 -0.02 0.02
H -5.4156 3.9889 1.7638 -0.01 0.00 0.00
H -3.9121 5.8481 1.1331 0.00 0.01 0.00
H -1.8263 5.3723 -0.1157 0.00 0.01 0.00
H -1.2366 3.0376 -0.6990 -0.02 0.03 0.03
C 0.8672 -3.4812 1.3945 0.00 0.02 0.08
C 0.9715 -2.0869 0.8727 -0.02 0.02 -0.07
O 2.0808 -1.5375 0.7621 -0.05 0.09 0.11
H 1.8219 -4.0107 1.3329 0.00 0.00 0.01
H 0.0819 -4.0332 0.8778 0.01 0.00 -0.01
H 0.5616 -3.3820 2.4404 -0.01 -0.01 -0.02
C 0.9468 -2.5878 -4.1882 0.01 0.04 0.03
C 0.9416 -2.6733 -2.6644 0.04 -0.09 -0.06
C 1.9563 -3.7157 -2.2035 -0.04 0.00 -0.02
C -0.4596 -3.0235 -2.1795 0.03 0.03 0.02
O 1.3113 -1.4217 -2.0585 -0.16 0.03 0.20
Si 2.1199 -0.0998 -2.6421 0.17 0.33 0.06
S 2.2664 1.2341 -1.0681 -0.05 -0.13 -0.03
O 3.5612 -0.5784 -3.3051 -0.08 -0.05 -0.03
C 4.8552 -0.7677 -2.7386 0.09 0.02 0.02
C 5.5362 0.5926 -2.6058 -0.02 -0.02 0.01
C 5.6129 -1.6416 -3.7327 -0.02 0.01 0.01
C 4.7830 -1.4608 -1.3806 -0.04 0.00 -0.05
O 1.2384 0.3696 -3.9427 -0.06 -0.06 0.11
C 1.1935 1.5179 -4.7756 0.03 0.02 -0.10
C 2.4410 1.5421 -5.6561 -0.04 0.01 0.03
C -0.0639 1.3493 -5.6236 0.05 0.02 0.02
C 1.0920 2.7983 -3.9540 0.00 -0.01 0.01
H 0.7112 -3.5701 -4.6038 -0.01 -0.01 0.01
H 1.9265 -2.2782 -4.5560 0.00 0.00 -0.01
H 0.2070 -1.8661 -4.5295 -0.01 0.00 -0.03
H 1.6401 -4.7157 -2.5084 0.00 -0.01 -0.01
H 2.0536 -3.6899 -1.1186 0.02 -0.02 0.01
H 2.9326 -3.5088 -2.6453 -0.03 -0.02 -0.01
H -0.7528 -4.0021 -2.5660 0.00 -0.02 0.00
H -1.1711 -2.2722 -2.5193 -0.02 -0.01 0.00
H -0.4991 -3.0437 -1.0893 0.00 0.01 -0.02
H 5.5967 1.0746 -3.5838 0.00 0.01 -0.01
H 6.5473 0.4768 -2.2088 0.02 0.01 0.00
H 4.9591 1.2292 -1.9345 0.01 0.00 0.00
H 5.6223 -1.1657 -4.7143 0.01 0.01 -0.01
H 5.1225 -2.6122 -3.8262 0.00 -0.01 0.00
H 6.6423 -1.7978 -3.4037 0.01 -0.01 0.00
H 4.2035 -0.8634 -0.6785 -0.02 0.01 0.04
H 5.7904 -1.6045 -0.9817 0.01 0.00 0.00
H 4.3028 -2.4359 -1.4711 0.05 0.05 0.03
H 2.4960 0.6325 -6.2565 0.00 -0.01 0.00
H 3.3339 1.5916 -5.0318 0.02 0.02 -0.01
H 2.4237 2.4081 -6.3220 0.00 0.00 -0.01
H -0.0086 0.4207 -6.1942 0.01 -0.01 -0.01
H -0.1772 2.1854 -6.3174 -0.01 -0.01 0.00
H -0.9361 1.3034 -4.9702 -0.02 0.01 -0.01
H 1.9973 2.9647 -3.3710 -0.01 0.01 -0.01
H 0.2568 2.7260 -3.2558 0.00 0.00 0.00
H 0.9334 3.6488 -4.6213 0.00 0.02 -0.01
O 2.1031 2.4779 3.1054 -0.12 0.00 -0.06
C 1.9906 1.2511 2.6266 -0.34 -0.24 0.08
O 1.1151 0.9591 1.8398 0.35 0.50 -0.13
C 3.0065 0.2626 3.1440 0.11 -0.07 -0.16
N 3.5746 0.7583 4.4049 -0.03 0.01 0.07
C 4.9841 0.3627 4.4352 0.02 0.01 -0.03
C 5.4203 0.6277 3.0013 -0.02 -0.01 0.00
C 4.2162 0.1567 2.1727 -0.04 0.06 0.05
H 2.4912 -0.6939 3.2435 -0.02 0.03 -0.02
H 3.0472 0.4113 5.1966 0.00 -0.02 0.02
H 2.7838 2.3963 3.8110 0.08 0.00 0.05
H 5.1069 -0.7022 4.6739 -0.01 0.01 0.01
H 5.5325 0.9474 5.1746 0.00 0.00 0.00
H 6.3364 0.0989 2.7406 0.01 0.01 -0.02
H 5.5954 1.6966 2.8621 -0.02 -0.01 0.00
H 4.3226 -0.8748 1.8506 0.00 -0.06 0.01
H 4.0603 0.7497 1.2717 0.00 -0.03 -0.04

---

Number 1: maximum force 7.37 eV/Å. Number 2: maximum force 0.21 eV/Å. Number 3: maximum force 0.74 eV/Å.